{"formula": "C59H147F6N8O21", "method": "the ωB97M-V functional and the def2-TZVPD basis", "species": ["C", "O", "O", "C", "F", "F", "F", "C", "C", "H", "H", "H", "H", "H", "H", "C", "O", "O", "C", "F", "F", "F", "C", "C", "H", "H", "H", "H", "H", "H", "C", "C", "C", "O", "H", "H", "H", "H", "H", "H", "H", "C", "O", "C", "C", "N", "H", "H", "C", "C", "O", "C", "H", "H", "H", "H", "H", "H", "H", "H", "H", "H", "H", "H", "H", "H", "C", "O", "C", "C", "N", "H", "H", "C", "C", "O", "C", "H", "H", "H", "H", "H", "H", "H", "H", "H", "H", "H", "H", "H", "H", "C", "O", "C", "C", "N", "H", "H", "C", "C", "O", "C", "H", "H", "H", "H", "H", "H", "H", "H", "H", "H", "H", "H", "H", "H", "C", "O", "C", "C", "N", "H", "H", "C", "C", "O", "C", "H", "H", "H", "H", "H", "H", "H", "H", "H", "H", "H", "H", "H", "H", "C", "O", "C", "C", "N", "H", "H", "C", "C", "O", "C", "H", "H", "H", "H", "H", "H", "H", "H", "H", "H", "H", "H", "H", "H", "C", "O", "C", "C", "N", "H", "H", "C", "C", "O", "C", "H", "H", "H", "H", "H", "H", "H", "H", "H", "H", "H", "H", "H", "H", "C", "O", "C", "C", "N", "H", "H", "C", "C", "O", "C", "H", "H", "H", "H", "H", "H", "H", "H", "H", "H", "H", "H", "H", "H", "C", "O", "C", "C", "N", "H", "H", "C", "C", "O", "C", "H", "H", "H", "H", "H", "H", "H", "H", "H", "H", "H", "H", "H", "H"], "coordinates": [[-0.400556, -5.318308, -1.641049], [-0.304026, -5.608018, -3.043679], [-0.848526, -6.435648, -0.908789], [0.854584, -4.467268, -1.195919], [1.262884, -3.576208, -2.053509], [0.666994, -3.762058, -0.085609], [1.912284, -5.255258, -0.912169], [0.742004, -6.464708, -3.566419], [0.510714, -6.692928, -5.036849], [1.176064, -7.467378, -5.418459], [-0.513496, -7.023448, -5.209599], [0.773234, -5.809998, -5.619629], [0.507724, -7.428898, -3.115249], [1.798144, -6.281108, -3.369029], [-1.216536, -4.602518, -1.541409], [6.962624, 0.604822, -0.962829], [6.104394, -0.054998, -1.912999], [7.964254, -0.308868, -0.690189], [7.344214, 2.138072, -1.210979], [6.228344, 2.896472, -1.273069], [8.135114, 2.688232, -0.236919], [7.968694, 2.314852, -2.362999], [4.875254, 0.510732, -2.258439], [4.167784, -0.386228, -3.264889], [3.794804, -1.236198, -2.693459], [3.338764, 0.131932, -3.746889], [4.758414, -0.770278, -4.096619], [5.128144, 1.406762, -2.825259], [4.201844, 0.759972, -1.438389], [6.351304, 0.763282, -0.074419], [0.724904, -0.167458, -0.910479], [-0.180086, 1.014652, -1.347969], [-1.256626, 1.283422, -0.292679], [0.458724, 2.162902, -1.844829], [1.230124, -0.565918, -1.790289], [0.163714, -0.938478, -0.382559], [1.420894, 0.124772, -0.124159], [-0.696576, 0.688062, -2.250559], [-2.014196, 1.816282, -0.867349], [-0.970276, 1.999692, 0.477421], [-1.689116, 0.448622, 0.258841], [3.518944, -2.161128, 0.406841], [4.834404, -2.497668, 0.094721], [5.140724, -3.887138, 0.280661], [6.602774, -4.333388, 0.139591], [7.252664, -3.363548, -0.846139], [7.214304, -2.425278, -0.474279], [8.228894, -3.596298, -0.732549], [6.885904, -3.354268, -2.374169], [7.088934, -4.742088, -3.036309], [8.106894, -5.438588, -2.324199], [8.501874, -6.671078, -2.930739], [2.737504, -2.472488, -0.286339], [3.476224, -1.082718, 0.254131], [3.260084, -2.480628, 1.416301], [4.558274, -4.535998, -0.373439], [4.827994, -4.111348, 1.300481], [6.596634, -5.410798, -0.025489], [7.273044, -4.187488, 0.986681], [7.612954, -2.650358, -2.779139], [5.880984, -2.973158, -2.555829], [7.340894, -4.613638, -4.088979], [6.152544, -5.294298, -2.956699], [8.501824, -6.544358, -4.013349], [7.777364, -7.447278, -2.684369], [9.496964, -6.999348, -2.630519], [-10.200026, 1.867032, 3.783561], [-8.958886, 1.226442, 3.661341], [-9.080656, -0.160758, 3.908221], [-7.660686, -0.890198, 3.983691], [-6.887656, -0.985008, 2.634091], [-5.924076, -1.261058, 2.758241], [-7.308146, -1.746158, 2.120331], [-6.945056, 0.268442, 1.679371], [-5.912026, 1.305822, 2.188241], [-4.647136, 0.675242, 2.106071], [-3.592336, 1.603492, 2.106661], [-10.059296, 2.832882, 3.298351], [-10.542376, 1.874242, 4.818371], [-11.071896, 1.500292, 3.241861], [-9.708806, -0.524718, 3.095161], [-9.536596, -0.324928, 4.884571], [-7.872386, -1.917198, 4.281271], [-7.032766, -0.303698, 4.654391], [-7.972666, 0.592372, 1.514481], [-6.695846, -0.066478, 0.672481], [-6.127506, 1.664892, 3.194581], [-5.995736, 2.135482, 1.486281], [-3.647976, 2.252282, 2.980781], [-3.601816, 2.223362, 1.210121], [-2.620316, 1.110312, 2.112871], [2.462664, 1.892482, 7.143551], [1.602794, 0.875092, 6.787431], [0.779624, 0.422872, 7.878791], [-0.309186, -0.438598, 7.232621], [-0.963596, 0.348642, 6.060211], [-1.399366, 1.205862, 6.369041], [-0.214096, 0.581712, 5.424581], [-1.789476, -0.564318, 5.146021], [-0.965656, -1.405348, 4.211871], [-0.283516, -0.425438, 3.473861], [0.803474, -0.917638, 2.728501], [3.052454, 1.601792, 8.012891], [1.971834, 2.813252, 7.458781], [3.069574, 2.169722, 6.281631], [0.379394, 1.298562, 8.389761], [1.493454, 0.000772, 8.586161], [-1.154356, -0.604658, 7.900611], [0.160224, -1.313718, 6.783261], [-2.502556, 0.105272, 4.665121], [-2.282476, -1.325888, 5.750221], [-1.524346, -2.079028, 3.562161], [-0.287716, -2.053898, 4.766741], [1.498414, -0.117358, 2.474121], [0.355904, -1.325418, 1.822131], [1.262474, -1.735688, 3.283671], [-6.233156, 2.784642, -4.423959], [-4.771606, 2.538832, -4.266409], [-4.345196, 2.314462, -2.890979], [-4.271306, 0.801702, -2.557829], [-5.537566, -0.020428, -2.923379], [-6.290156, 0.427632, -2.420439], [-5.831186, 0.000712, -3.889529], [-5.441266, -1.621578, -2.696309], [-4.335666, -2.175898, -3.643949], [-3.050366, -2.017318, -3.266159], [-2.095936, -2.325888, -4.241679], [-6.846086, 2.139232, -3.794769], [-6.618796, 2.773852, -5.443409], [-6.473546, 3.794632, -4.091949], [-4.881076, 2.885572, -2.132849], [-3.321396, 2.655422, -2.737139], [-4.132376, 0.674652, -1.484209], [-3.458566, 0.350592, -3.127089], [-6.492506, -1.890658, -2.799169], [-5.359416, -1.644698, -1.609639], [-4.571586, -1.820308, -4.646939], [-4.263346, -3.262038, -3.700329], [-2.016676, -3.411168, -4.304819], [-1.140606, -1.869798, -3.982029], [-2.349176, -1.874118, -5.200779], [6.228174, 5.096302, 2.526971], [4.986814, 5.653792, 2.861461], [4.977034, 6.766942, 3.747261], [3.489524, 7.252902, 3.938451], [2.608784, 5.957102, 4.178071], [2.649884, 5.238682, 3.469361], [2.855084, 5.511962, 5.050591], [1.100874, 6.332712, 4.497521], [0.153224, 5.094582, 4.583231], [0.233834, 4.292112, 3.422881], [-0.588156, 3.060942, 3.437681], [6.852674, 5.842242, 2.035371], [6.056394, 4.200462, 1.930251], [6.802164, 4.722072, 3.374661], [5.646724, 7.522832, 3.337101], [5.390504, 6.252582, 4.614771], [3.076884, 7.699362, 3.033731], [3.251944, 7.796682, 4.852761], [0.768384, 7.070562, 3.767361], [0.945984, 6.730402, 5.500491], [-0.785326, 5.468422, 4.992471], [0.495684, 4.532162, 5.451851], [-1.654836, 3.276762, 3.498701], [-0.485006, 2.341982, 4.250421], [-0.468436, 2.565502, 2.474191], [-5.776566, -8.090928, -3.008179], [-4.443276, -7.542618, -2.819159], [-4.374506, -6.200348, -2.542179], [-4.797456, -5.833048, -1.102479], [-3.790946, -6.548178, -0.198849], [-4.020426, -7.531718, -0.189449], [-2.826296, -6.444888, -0.479709], [-3.897016, -5.934318, 1.216911], [-2.992046, -4.701798, 1.423361], [-3.240956, -3.729928, 0.477011], [-2.809236, -2.444658, 0.759611], [-6.434076, -7.914508, -2.156909], [-5.657256, -9.117288, -3.355239], [-6.130876, -7.543658, -3.881709], [-4.852276, -5.613398, -3.326609], [-3.293346, -6.070528, -2.590759], [-5.776646, -6.194338, -0.788239], [-4.687036, -4.763228, -0.925259], [-3.584716, -6.775968, 1.835121], [-4.946616, -5.818428, 1.487091], [-1.912196, -4.842948, 1.469381], [-3.220996, -4.270058, 2.397671], [-3.369676, -1.658228, 0.254101], [-1.788016, -2.264738, 0.423731], [-2.810336, -2.075408, 1.785171], [5.396404, 4.002622, -4.140159], [4.130814, 3.424492, -4.408399], [2.958704, 4.228712, -4.299949], [1.809074, 3.460912, -5.051839], [1.686274, 2.033402, -4.543749], [2.590884, 1.586382, -4.499429], [1.381634, 2.091892, -3.582559], [0.546614, 1.198262, -5.152889], [0.882974, -0.338768, -5.186479], [2.079304, -0.415158, -5.931049], [2.537104, -1.770578, -5.860639], [5.409584, 4.533502, -3.188269], [5.595134, 4.684752, -4.966789], [6.214714, 3.282672, -4.128339], [3.237924, 5.086572, -4.911669], [2.841914, 4.391462, -3.228519], [1.944694, 3.555812, -6.129189], [0.888104, 3.977862, -4.782219], [0.374794, 1.573992, -6.161559], [-0.300096, 1.426462, -4.505499], [0.099724, -0.853388, -5.743059], [1.001474, -0.711918, -4.169219], [2.524164, -2.142518, -4.836139], [3.524574, -1.963818, -6.279769], [1.891674, -2.353558, -6.517629], [-2.325566, 5.870522, 2.144071], [-2.058626, 4.741702, 1.346751], [-1.915476, 5.056232, -0.093119], [-0.515326, 5.581142, -0.467939], [0.435154, 4.644022, 0.159911], [0.182954, 4.366412, 1.097691], [0.411194, 3.846882, -0.459839], [1.945294, 5.084272, 0.256281], [2.796154, 3.880402, 0.705781], [2.684984, 3.723352, 2.168341], [3.378224, 2.674402, 2.761001], [-2.976056, 6.611482, 1.679361], [-1.408046, 6.458942, 2.149441], [-2.619296, 5.587352, 3.154831], [-2.747186, 5.691342, -0.398089], [-2.174596, 4.095472, -0.537959], [-0.343466, 6.598692, -0.117019], [-0.435206, 5.555232, -1.554689], [1.940224, 5.906542, 0.971791], [2.292944, 5.509112, -0.685389], [3.850894, 4.108152, 0.551631], [2.646624, 2.882642, 0.293211], [3.326684, 2.674562, 3.849781], [4.451044, 2.763742, 2.590181], [2.981094, 1.715852, 2.426981]], "forces_ev_per_a": [[-1.7, -2.4, 0.7], [1.0, 1.5, -0.4], [1.0, 2.4, -0.4], [0.1, -3.0, 0.6], [0.3, 1.2, -2.1], [-1.2, 0.6, 1.7], [0.3, -0.3, -0.2], [-1.4, -1.9, 0.6], [0.2, 0.5, -0.3], [0.0, -0.2, 0.2], [0.0, 0.2, -0.1], [-0.4, 0.2, -0.1], [0.4, -0.2, 0.4], [-0.1, 0.9, 0.4], [-0.2, 1.0, -0.6], [2.1, -2.6, 2.3], [-0.2, 0.1, -0.3], [-1.7, 2.2, -0.7], [1.2, -1.6, -0.5], [-0.7, 0.6, 0.4], [-1.0, -0.7, -0.6], [0.4, 0.3, -0.7], [1.0, 0.7, -2.1], [-0.2, -0.5, 0.7], [-0.3, -0.3, -0.3], [-0.2, -0.1, 0.3], [0.5, 0.2, 0.3], [-0.5, 0.6, 0.2], [0.0, 0.0, 0.5], [-0.9, 0.0, 0.8], [-0.3, 0.8, 0.2], [0.8, -0.2, -0.7], [-0.2, 1.0, -0.4], [0.2, 0.4, 1.3], [0.3, -0.2, 0.3], [-0.4, -0.4, -0.6], [0.5, 0.4, -0.3], [-0.8, -1.0, 0.0], [-0.6, 0.0, 0.3], [0.5, 0.1, 0.1], [0.0, -0.4, -0.4], [-0.2, 0.8, -0.4], [1.3, -1.1, -0.6], [-0.7, -0.2, 1.1], [-0.5, 2.2, 0.0], [-0.3, -2.4, -1.5], [-0.4, 1.6, 0.0], [0.6, 0.0, -0.8], [1.3, -0.4, 0.6], [0.0, 0.0, 1.4], [0.3, 0.5, -0.1], [-0.5, 0.0, -0.5], [0.2, -0.9, -0.2], [0.1, 0.3, 0.7], [-0.1, 0.1, 0.2], [-0.3, 0.3, -0.3], [-0.1, -0.4, 0.2], [0.4, 0.3, -1.0], [-0.6, 0.1, 0.5], [-0.2, 0.2, 0.1], [0.1, 0.0, 0.5], [0.0, 0.1, -0.1], [-0.2, -0.3, -0.2], [0.1, -0.1, -0.1], [0.0, -0.1, 0.0], [-0.1, 0.4, 0.3], [-1.0, 1.3, -0.1], [0.9, -1.1, -0.1], [1.4, 0.1, -0.6], [-1.3, 1.4, -0.8], [-1.8, 1.2, -0.7], [0.5, 0.2, 0.3], [-0.3, -0.3, -0.2], [0.7, -0.5, 0.8], [-1.0, -0.8, -0.9], [-0.3, -0.5, 0.0], [0.5, 0.5, 0.1], [0.0, 0.3, 0.8], [0.3, 0.5, 0.2], [0.3, -1.1, -0.5], [-0.1, -0.8, 0.2], [-0.2, -0.3, 0.0], [0.5, 0.1, 0.3], [0.0, -0.4, 0.1], [0.0, 0.2, 1.1], [0.7, -0.4, 0.2], [-0.1, 0.0, 0.1], [0.2, 0.3, 0.0], [-0.1, 0.2, 0.1], [-0.1, 0.2, -0.1], [-0.2, -0.4, 0.1], [0.9, 1.0, 0.6], [-1.6, -0.8, -0.7], [0.8, 1.1, -1.0], [0.0, 1.1, 0.1], [1.2, -2.5, -0.4], [-0.5, 0.0, 0.1], [0.9, 0.7, -0.2], [-1.4, -0.6, 1.3], [0.8, 1.4, -0.3], [0.2, 0.8, 0.6], [-0.3, -0.8, -0.7], [0.5, -0.1, -0.2], [-0.6, 0.2, 0.0], [0.2, -0.4, 0.1], [-0.4, 0.1, 0.0], [-0.7, -1.0, 0.2], [0.4, -0.6, 0.1], [-0.4, -0.1, 0.2], [0.0, -0.3, -0.2], [-0.6, 0.6, 0.5], [-0.6, 0.1, 0.1], [0.3, 0.0, 0.1], [-0.1, -0.1, 0.2], [0.5, -0.2, -0.3], [0.5, 0.1, -0.1], [0.8, 0.9, 0.9], [-1.1, -0.3, 1.1], [-0.6, -0.6, -1.1], [-0.5, 0.0, -1.0], [1.1, -0.8, 0.3], [-0.6, -0.3, 0.3], [0.4, 0.8, -0.7], [0.3, 2.3, 0.8], [-1.6, -2.0, -0.1], [1.6, 3.3, 2.3], [0.5, -0.2, -0.6], [0.1, -0.4, 0.0], [0.9, -0.6, -0.2], [0.3, 0.1, 0.2], [-0.7, 0.0, -0.2], [0.2, 0.1, -0.6], [0.1, -0.3, -0.1], [0.0, -0.1, 0.3], [0.3, -0.7, -1.0], [1.1, -0.6, 0.0], [0.1, 0.3, -0.3], [-2.2, -0.6, -0.3], [0.3, -0.1, -0.3], [-0.1, -0.3, 0.5], [-0.3, -0.2, -0.3], [1.0, -0.1, 0.1], [-2.2, 0.1, -0.7], [-0.1, -1.3, -0.1], [0.3, -2.5, 0.0], [-2.1, 2.0, 1.6], [0.2, -0.5, -1.2], [0.9, -0.2, 0.2], [-0.3, -1.2, -0.8], [1.9, 0.2, 0.5], [-1.6, -1.2, 0.4], [-0.4, 1.2, -0.4], [0.1, -0.2, -0.4], [-0.1, 0.4, -0.4], [-0.1, 0.2, 0.5], [-0.2, 0.5, 0.4], [0.0, 1.2, 1.0], [0.1, 0.1, 0.2], [0.6, 0.5, -0.3], [0.1, -0.1, -0.1], [0.9, 0.5, 0.0], [-0.7, 0.1, -1.0], [0.4, -0.5, 0.1], [-0.1, 0.7, -0.2], [1.2, 0.3, 0.2], [0.4, 0.0, 0.2], [1.1, 1.1, -1.3], [-0.9, -1.8, 0.7], [0.6, 0.0, 0.3], [1.2, -0.7, -0.7], [-2.4, 2.2, 1.6], [0.1, -0.4, 0.0], [2.2, 0.0, -1.0], [1.1, -1.5, -0.5], [0.2, -0.3, 1.0], [-1.5, 1.0, -1.2], [1.1, 1.3, -0.4], [0.0, -0.4, 0.1], [-0.1, 0.0, 0.7], [-0.7, 0.0, 0.0], [-0.4, 0.4, 0.1], [0.2, 0.8, -0.1], [0.0, 0.1, -0.2], [0.0, -0.2, 0.0], [0.4, 0.4, 0.4], [0.0, 0.5, -0.4], [0.1, -1.1, -0.3], [-0.4, -0.2, 0.5], [-0.5, -0.4, -0.5], [0.4, -0.3, -0.1], [-0.4, -0.8, 0.7], [-0.1, 1.0, -0.5], [-0.5, -2.0, 0.1], [1.8, -1.4, -1.4], [0.6, 0.7, 1.5], [-1.0, 0.6, -0.9], [0.6, -0.3, -0.7], [-0.2, 0.3, 1.7], [0.8, -0.5, 0.0], [0.4, 2.4, -0.8], [0.4, -0.5, 0.8], [-0.1, -0.5, -0.8], [-0.1, 0.1, 0.1], [0.3, 0.4, 0.1], [-0.5, -0.4, 0.0], [-0.9, 0.8, 0.4], [-0.8, 0.5, 0.0], [0.2, -0.6, 0.1], [-0.2, -0.2, -0.1], [0.0, -0.1, 0.1], [-0.1, -0.1, -0.2], [-0.3, -0.1, 0.3], [0.0, -0.3, 0.1], [-0.1, 0.0, 0.0], [0.2, 0.9, 0.1], [-0.3, -0.4, 0.3], [1.1, 1.2, -0.5], [-0.2, -0.1, -1.6], [-0.9, -0.6, 1.5], [-1.3, 0.1, 0.7], [2.5, 1.1, -0.9], [-0.6, 0.0, 0.5], [0.2, -1.8, -0.7], [-1.1, -1.2, 0.2], [1.2, 0.1, 2.0], [-1.5, 1.6, -0.5], [0.9, -0.7, -0.2], [-0.9, -0.5, 0.1], [0.4, 0.1, 0.8], [-0.1, 0.0, -0.3], [0.3, 0.6, 0.0], [0.7, -0.1, -0.3], [0.0, -0.1, 0.0], [0.3, -0.1, 0.1], [0.2, -0.2, 0.2], [-0.3, -0.4, -0.2], [0.1, 0.3, -0.5], [-0.7, 0.3, -0.7], [-0.6, 0.5, 0.1], [0.1, -0.3, -0.5], [0.3, -0.2, -0.2]], "lowdin_charge": [-0.4358, -0.1248, -0.2355, -0.6110, 0.1531, 0.1045, 0.1282, -0.2545, -0.0787, 0.0843, 0.0800, 0.0648, 0.1179, 0.1157, 0.1082, -0.4551, -0.0935, -0.2183, -0.5412, 0.0761, 0.1160, 0.1559, -0.2834, -0.0517, 0.0675, 0.0343, 0.0943, 0.0937, 0.1058, 0.1124, -0.0420, -0.5886, -0.0699, -0.3046, 0.0633, 0.0423, 0.0550, 0.0910, 0.0420, 0.0438, 0.0562, -0.1161, -0.1710, -0.1744, -0.0577, 0.0929, 0.1134, 0.1606, -0.0287, -0.1931, -0.2107, -0.0649, 0.0620, 0.0733, 0.0887, 0.1204, 0.1244, 0.1364, 0.1370, 0.1340, 0.1127, 0.1301, 0.1195, 0.0891, 0.0910, 0.0994, -0.0924, -0.2195, -0.1773, -0.0185, 0.0895, 0.1481, 0.1628, -0.0396, -0.1821, -0.2012, -0.1084, 0.1038, 0.1065, 0.1000, 0.1333, 0.1409, 0.1352, 0.1302, 0.1307, 0.1124, 0.1351, 0.1366, 0.0907, 0.0879, 0.0690, -0.1143, -0.2115, -0.1513, -0.0229, 0.0827, 0.1758, 0.1103, -0.0775, -0.2004, -0.2188, -0.0516, 0.1090, 0.0853, 0.0841, 0.1306, 0.1498, 0.1463, 0.1374, 0.1253, 0.1384, 0.1224, 0.1324, 0.0841, 0.0779, 0.1039, -0.0415, -0.1673, -0.1812, -0.0697, 0.0740, 0.1441, 0.1512, 0.0121, -0.2309, -0.2020, -0.0519, 0.0628, 0.1043, 0.0932, 0.1201, 0.1144, 0.1146, 0.1217, 0.1321, 0.1035, 0.1393, 0.1290, 0.1080, 0.0805, 0.1008, -0.0761, -0.2501, -0.1443, 0.0053, 0.0958, 0.0998, 0.1607, -0.0432, -0.2126, -0.1910, -0.0348, 0.1086, 0.0815, 0.1028, 0.1425, 0.1334, 0.1285, 0.1357, 0.1244, 0.1377, 0.1318, 0.1149, 0.0658, 0.0663, 0.0751, -0.0318, -0.1754, -0.2386, -0.0734, 0.1037, 0.1768, 0.0996, -0.0436, -0.1989, -0.1852, -0.1118, 0.0818, 0.1074, 0.0903, 0.1184, 0.1296, 0.1241, 0.1042, 0.1405, 0.1273, 0.1376, 0.1152, 0.0702, 0.0830, 0.0649, -0.0758, -0.2339, -0.1604, -0.0506, 0.0738, 0.1247, 0.0870, -0.0413, -0.2103, -0.1826, -0.0776, 0.0846, 0.0980, 0.0916, 0.1321, 0.1122, 0.1414, 0.1255, 0.1331, 0.1108, 0.1217, 0.1013, 0.0795, 0.1033, 0.0962, -0.0937, -0.2377, -0.1276, -0.0783, 0.0821, 0.1184, 0.0999, -0.0035, -0.0992, -0.2667, -0.0854, 0.1026, 0.0779, 0.0951, 0.1341, 0.1011, 0.1376, 0.1472, 0.1237, 0.1351, 0.1273, 0.1283, 0.0806, 0.0923, 0.0815], "largest_force_ha_per_bohr": 0.0837, "total_charge": 5, "orbital_gap_ev": 3.422, "lumo_energy_ev": -10.0}